Formula: C8H9F15FeN3O21S5
Source: the OMol25 dataset
Level of theory: ωB97M-V with the def2-TZVPD basis set

ORCA input file:
```
! RIJCOSX wB97M-V def2-TZVPD def2/J DEFGRID3
* xyz -2 6
Fe -0.040 0.449 -0.378
C 3.897 2.281 -1.145
F 4.579 1.147 -1.005
F 3.581 2.729 0.066
F 4.586 3.228 -1.775
S 2.335 2.028 -2.205
O 1.930 3.287 -2.778
O 2.705 1.073 -3.243
O 1.337 1.402 -1.294
C -3.069 0.050 -3.927
F -3.991 0.723 -3.222
F -3.032 -1.231 -3.611
F -3.388 0.190 -5.205
S -1.330 0.801 -3.649
O -0.879 0.615 -2.235
O -0.443 0.136 -4.594
O -1.496 2.192 -3.963
C 1.378 -3.815 -1.316
F 2.090 -3.456 -0.249
F 2.128 -4.597 -2.093
F 0.349 -4.597 -0.929
S 0.653 -2.348 -2.240
O 0.511 -1.280 -1.210
O 1.610 -1.949 -3.261
O -0.613 -2.751 -2.791
C 0.118 -0.335 3.983
F -0.827 0.568 4.014
F 1.328 0.240 3.995
F 0.025 -1.138 5.044
S -0.019 -1.453 2.429
O 1.135 -2.341 2.388
O -1.289 -2.143 2.581
O -0.133 -0.531 1.284
C -3.663 1.335 2.121
F -2.950 2.083 2.968
F -3.427 0.068 2.401
F -4.939 1.691 2.280
S -3.067 1.765 0.352
O -1.679 1.260 0.338
O -3.974 1.116 -0.590
O -3.083 3.217 0.269
C 3.974 -1.749 1.376
N 3.315 -0.438 1.184
O 3.489 0.404 2.067
O 2.618 -0.215 0.223
H 4.970 -1.513 1.734
H 3.757 -2.375 0.518
H 3.384 -2.153 2.201
C -4.194 -2.299 -0.420
N -2.733 -2.248 -0.368
O -2.190 -1.191 -0.575
O -2.152 -3.261 -0.031
H -4.581 -1.435 -0.958
H -4.568 -2.279 0.601
H -4.520 -3.180 -0.969
C 2.028 3.488 2.471
N 0.835 2.761 1.982
O 0.999 1.888 1.158
O -0.224 3.069 2.475
H 2.919 2.895 2.285
H 1.845 3.699 3.519
H 2.083 4.426 1.921
*
```

- HOMO level (spin up / spin down): -4.19 / -4.12 eV
- HOMO-LUMO gap (spin up / spin down): 8.3 / 7.2 eV